7
Properties=species:S:1:pos:R:3:nbo_charge:R:1 method="wB97M-V/def2-TZVPD" molar_mass_g_mol=48.045 multiplicity=1 gap_ha=0.3689 charge=0 total_energy_ev=-5090.24470 relative_energy_kj_mol=42.7
H -1.611 1.092 -0.233 0.275
N -1.981 0.193 0.054 -0.271
N -1.017 -0.567 0.033 -0.338
H -0.187 -0.270 -0.502 0.317
O 1.697 0.140 -0.024 -0.917
H 1.899 -0.781 -0.058 0.472
H 1.200 0.193 0.730 0.462